{
  "formula": "C42H29FO24",
  "method": "wB97M-V/def2-TZVPD",
  "de_lowest_ev": 0.017,
  "charge": 0,
  "multiplicity": 1,
  "smiles": "O=C1C=C(O)C(=O)C=C1O.O=C1C=C(O)C(=O)C=C1O.O=C1C=C(O)C(=O)C=C1O.O=C1C=C(O)C(=O)C=C1O.O=C1C=C(O)C(=O)C=C1O.O=C1C=C(O)C(=O)C=C1O.Fc1ccccc1",
  "gap_ev": 7.2,
  "max_force_ev_per_a": 3.49,
  "lumo_energy_ev": -1.89,
  "species": ["C", "C", "C", "O", "C", "C", "C", "O", "O", "O", "H", "H", "H", "H", "C", "C", "C", "O", "C", "C", "C", "O", "O", "O", "H", "H", "H", "H", "C", "C", "C", "O", "C", "C", "C", "O", "O", "O", "H", "H", "H", "H", "C", "C", "C", "O", "C", "C", "C", "O", "O", "O", "H", "H", "H", "H", "C", "C", "C", "O", "C", "C", "C", "O", "O", "O", "H", "H", "H", "H", "C", "C", "C", "O", "C", "C", "C", "O", "O", "O", "H", "H", "H", "H", "F", "C", "C", "C", "C", "C", "C", "H", "H", "H", "H", "H"],
  "xyz": [[12.3485, 11.6879, 13.0161], [11.0948, 11.5142, 13.5275], [10.3981, 12.5171, 14.5015], [9.3700, 12.1066, 15.0075], [10.9548, 13.7586, 14.8295], [12.1573, 13.9452, 14.2412], [12.8979, 12.9659, 13.3116], [13.9196, 13.3787, 12.8173], [12.8517, 14.9297, 14.6102], [10.4098, 10.4488, 13.4087], [12.8095, 10.9324, 12.4011], [10.3950, 14.3728, 15.5398], [13.6909, 14.9602, 14.0945], [9.5221, 10.5591, 13.9142], [10.0464, 7.0379, 10.8631], [11.1650, 7.7745, 10.9096], [11.3300, 9.0986, 10.1877], [12.3748, 9.6748, 10.3446], [10.1858, 9.7168, 9.4777], [9.0857, 8.9257, 9.3218], [8.9531, 7.5754, 10.0222], [7.8100, 7.0774, 9.9888], [7.9914, 9.3158, 8.6616], [12.2305, 7.4547, 11.6397], [9.8475, 6.1695, 11.4877], [10.1759, 10.8008, 9.1633], [7.2533, 8.7231, 8.8650], [13.0237, 8.0541, 11.4867], [7.0261, 17.0429, 16.4853], [8.2807, 17.5477, 16.5453], [9.0021, 18.1931, 15.3948], [10.0325, 18.8011, 15.6674], [8.4315, 18.0996, 14.1032], [7.2030, 17.6487, 13.9608], [6.3890, 17.1932, 15.1503], [5.2236, 16.9705, 14.9123], [6.5428, 17.6836, 12.8277], [8.9631, 17.6839, 17.6565], [6.5204, 16.7162, 17.4324], [8.9293, 18.5869, 13.2099], [5.6471, 17.2227, 12.8910], [9.6018, 18.3898, 17.4799], [15.0870, 14.5144, 8.3263], [13.8181, 14.2590, 8.6297], [13.3024, 12.9170, 8.9086], [12.1377, 12.8564, 9.2915], [14.1692, 11.7390, 8.7745], [15.4231, 11.9297, 8.3202], [15.9703, 13.3432, 8.0925], [16.9883, 13.4346, 7.4862], [16.3046, 11.0294, 7.9056], [13.0254, 15.2616, 8.7480], [15.3062, 15.5572, 8.0632], [13.7868, 10.7782, 9.0212], [17.1036, 11.5838, 7.7019], [12.2283, 15.0067, 9.2057], [7.1778, 15.2004, 9.7616], [8.0088, 16.2380, 9.4648], [9.1092, 16.1249, 8.4277], [9.7765, 17.1428, 8.3362], [9.2907, 14.9343, 7.7530], [8.5028, 13.8956, 7.9877], [7.3121, 13.9834, 8.9555], [6.7763, 12.9060, 9.0647], [8.6451, 12.6884, 7.4589], [7.9892, 17.3747, 10.2062], [6.3784, 15.3331, 10.5216], [10.0547, 14.7577, 7.0193], [7.9892, 12.0672, 7.8299], [8.7351, 17.9962, 9.8981], [13.5464, 17.5803, 11.5103], [12.4522, 18.1549, 11.0165], [11.4223, 18.8661, 11.7973], [10.3935, 19.1457, 11.1423], [11.6248, 19.1644, 13.1310], [12.6452, 18.5463, 13.7115], [13.5975, 17.5668, 12.9709], [14.4092, 16.9049, 13.5846], [12.9341, 18.5768, 14.9945], [12.0982, 18.1327, 9.7256], [14.2175, 16.9092, 10.9192], [11.0018, 19.7668, 13.6846], [12.2173, 18.9648, 15.4972], [11.2332, 18.5350, 9.5726], [10.7362, 15.2563, 11.4097], [9.7296, 14.4382, 11.8437], [8.9812, 14.8911, 12.9331], [7.8840, 14.1856, 13.2814], [7.6196, 12.9691, 12.5539], [8.4566, 12.5499, 11.5833], [9.5014, 13.3374, 11.1149], [9.4068, 15.7199, 13.4435], [7.2640, 14.4713, 14.0775], [6.6629, 12.4938, 12.7729], [8.2024, 11.6902, 11.0329], [10.0743, 13.1487, 10.2602]],
  "mulliken_charge": [-1.1096, 0.0154, 1.0066, -0.7218, -0.9837, 0.4119, 1.2860, -0.7342, -0.5251, -0.6027, 0.5309, 0.6667, 0.2979, 0.4476, -1.0407, 0.3700, 0.6382, -0.4603, 0.0304, 0.0040, 0.9350, -0.6560, -0.5296, -0.6176, 0.4392, 0.1910, 0.3629, 0.3838, -1.0187, 0.0483, 1.4297, -0.7968, -0.5280, 0.3143, 0.9698, -0.6358, -0.5574, -0.5878, 0.4221, 0.1322, 0.4147, 0.3789, -0.5974, 0.0993, 0.8753, 0.0786, -1.5493, 0.2744, 0.9347, -0.5999, -0.6293, -0.4502, 0.4908, 0.5973, 0.3593, -0.0255, -0.6874, 0.3360, 1.0458, -0.7209, -0.5514, 0.1123, 0.7738, -0.6616, -0.6283, -0.5866, 0.3920, 0.4762, 0.3576, 0.3488, -0.5402, 0.0644, 1.3084, -0.8435, -0.9284, 0.0376, 0.5653, -0.7188, -0.4892, -0.6192, 0.4110, 1.0269, 0.3804, 0.3626, -0.2630, 1.2531, -0.2466, -0.8263, -1.2144, -0.8453, -0.7033, 0.6545, 0.7763, 0.3432, 0.6996, 0.4684]
}


{
  "formula": "C42H30Br2F4HgN4O4PS",
  "method": "wB97M-V/def2-TZVPD",
  "de_lowest_ev": 0.188,
  "charge": -2,
  "multiplicity": 2,
  "gap_ev": [4.6, 6.5],
  "max_force_ev_per_a": 0.13,
  "lumo_energy_ev": [3.99, 3.99],
  "species": ["Hg", "F", "C", "C", "F", "C", "F", "C", "P", "C", "C", "C", "C", "C", "C", "C", "C", "C", "C", "C", "C", "C", "Br", "C", "F", "H", "H", "H", "H", "H", "H", "H", "H", "H", "H", "O", "C", "C", "C", "C", "C", "C", "C", "N", "C", "C", "N", "H", "H", "H", "H", "H", "H", "H", "N", "C", "N", "C", "C", "C", "C", "C", "C", "S", "H", "H", "H", "H", "H", "H", "Br", "C", "C", "C", "C", "C", "C", "C", "O", "O", "H", "H", "H", "H", "C", "O", "H", "H", "H"],
  "xyz": [[-1.1058, 0.0694, 0.0964], [-1.7509, -5.0590, -4.9102], [-2.0305, -3.7420, -4.5995], [-1.2538, -2.7327, -5.2014], [-0.8484, -2.8985, -6.4920], [-1.0446, -1.5487, -4.5715], [-0.4389, -0.5495, -5.2692], [-1.5316, -1.2635, -3.2689], [-0.8045, 0.0679, -2.3412], [0.9854, -0.0174, -2.6892], [1.6882, 0.9435, -3.4066], [3.0528, 0.7965, -3.6135], [3.7201, -0.3138, -3.1177], [3.0169, -1.2866, -2.4198], [1.6551, -1.1417, -2.2058], [-1.3874, 1.6302, -3.0696], [-0.8654, 2.8456, -2.6356], [-1.3695, 4.0351, -3.1365], [-2.4036, 4.0213, -4.0623], [-2.9365, 2.8111, -4.4840], [-2.4306, 1.6184, -3.9887], [-2.3971, -2.2618, -2.7205], [-3.4590, -1.8443, -1.1952], [-2.6025, -3.4501, -3.3521], [-3.4412, -4.3778, -2.8237], [1.1736, 1.8083, -3.8035], [3.5950, 1.5563, -4.1636], [4.7876, -0.4188, -3.2714], [3.5273, -2.1540, -2.0194], [1.1078, -1.8817, -1.6318], [-0.1022, 2.8598, -1.8655], [-0.9732, 4.9734, -2.7696], [-2.8058, 4.9535, -4.4420], [-3.7534, 2.7928, -5.1956], [-2.8473, 0.6712, -4.3079], [0.1705, -2.0253, 0.3684], [1.1752, -2.3113, 1.1004], [1.9897, -3.4424, 0.7813], [3.1034, -3.7833, 1.5092], [3.4939, -3.0211, 2.6155], [2.7211, -1.9292, 2.9600], [1.5714, -1.5630, 2.2564], [0.7959, -0.4167, 2.7271], [-0.1352, 0.2853, 2.1031], [-0.5493, 1.2905, 2.9449], [0.1354, 1.2024, 4.1086], [0.9790, 0.1255, 3.9602], [1.6803, -4.0266, -0.0782], [3.6897, -4.6483, 1.2153], [4.3851, -3.2654, 3.1791], [3.0529, -1.3183, 3.7938], [-1.3095, 1.9927, 2.6453], [0.0849, 1.7746, 5.0164], [1.5628, -0.2665, 4.6743], [-0.9845, 4.2154, 0.4866], [0.2004, 3.7286, 0.7198], [0.6675, 2.5628, 0.2804], [1.9315, 2.3020, 0.7407], [2.6523, 1.1364, 0.4759], [3.9151, 0.9639, 1.0200], [4.4895, 1.9400, 1.8314], [3.7893, 3.1118, 2.1054], [2.5281, 3.2805, 1.5644], [1.4157, 4.6106, 1.7486], [-2.1236, 2.9615, -0.0334], [-1.1193, 5.1111, 0.9380], [2.2058, 0.3652, -0.1398], [4.4491, 0.0415, 0.8229], [5.4757, 1.7883, 2.2536], [4.2223, 3.8775, 2.7391], [-2.7102, -0.1451, 5.8919], [-2.0797, -1.5056, 4.7111], [-1.2259, -2.4445, 5.2778], [-0.7092, -3.4676, 4.4991], [-1.0426, -3.5406, 3.1541], [-1.8777, -2.5849, 2.6027], [-2.4157, -1.5455, 3.3633], [-3.3344, -0.5481, 2.6528], [-4.3136, -0.1283, 3.2709], [-3.0260, -0.2815, 1.4507], [-0.9698, -2.3635, 6.3263], [-0.0330, -4.1908, 4.9393], [-0.6237, -4.3148, 2.5237], [-2.1032, -2.6082, 1.5447], [-3.9621, 2.3166, 0.2890], [-2.6793, 2.1793, -0.2921], [-4.4532, 3.2261, -0.0816], [-3.9250, 2.3356, 1.3811], [-4.5541, 1.4484, 0.0089]],
  "lowdin_spin": [0.0032, 0.0695, 0.2689, 0.0823, 0.0183, 0.0718, 0.0184, 0.1576, 0.0571, 0.0130, 0.0048, 0.0004, 0.0040, 0.0003, 0.0049, 0.0077, 0.0004, 0.0002, 0.0002, 0.0006, 0.0053, 0.1039, 0.0366, 0.0515, 0.0103, 0.0004, 0.0000, 0.0003, -0.0001, 0.0004, 0.0001, 0.0000, 0.0000, 0.0001, 0.0026, -0.0001, 0.0000, 0.0001, 0.0000, 0.0000, 0.0000, 0.0000, 0.0001, 0.0006, 0.0001, 0.0000, 0.0000, 0.0002, 0.0000, 0.0000, 0.0000, 0.0000, 0.0000, 0.0000, 0.0000, 0.0001, 0.0009, 0.0000, 0.0000, 0.0000, 0.0000, 0.0000, 0.0000, 0.0001, 0.0000, 0.0000, 0.0000, 0.0000, 0.0000, 0.0000, 0.0000, 0.0000, 0.0000, 0.0000, 0.0000, 0.0000, 0.0000, 0.0001, 0.0000, 0.0007, 0.0000, 0.0000, 0.0000, -0.0001, 0.0003, 0.0012, 0.0000, 0.0000, 0.0004]
}